A | C3H10NO | wB97M-V/def2-TZVPD

CARTESIAN COORDINATES (ANGSTROEM)
C (-3.324, -2.914, -4.435)
N (-2.932, -3.508, -3.055)
H (-2.379, -2.689, -4.940)
H (-3.863, -3.768, -4.885)
H (-4.091, -2.140, -4.336)
H (-3.494, -4.326, -2.830)
H (-2.963, -2.708, -2.397)
H (-1.905, -3.657, -3.053)
O (2.271, 1.717, 2.025)
C (2.098, 2.706, 2.683)
C (2.960, 3.080, 3.862)
H (1.210, 3.373, 2.523)
H (4.069, 3.336, 3.700)
H (2.869, 2.230, 4.533)
H (2.732, 4.046, 4.297)

- Orbital gap: 7.242 eV
- Highest occupied orbital energy: -11.46 eV
- Multiplicity: 1
- Total charge: +1

***

B | C3H10NO | wB97M-V/def2-TZVPD

CARTESIAN COORDINATES (ANGSTROEM)
C (2.191, 1.321, -1.069)
O (1.158, 1.143, -0.056)
H (2.524, 0.288, -1.262)
H (1.808, 1.858, -2.062)
H (2.898, 1.889, -0.616)
H (0.835, 2.017, 0.066)
C (-1.657, -1.057, -0.661)
C (-1.029, -1.104, 1.603)
N (-0.898, -0.560, 0.501)
H (-1.043, -1.499, -1.540)
H (-2.262, -0.221, -1.031)
H (-2.313, -1.865, -0.310)
H (-2.005, -1.562, 1.844)
H (-0.149, -1.325, 2.284)
H (-0.305, 0.233, 0.331)

- Orbital gap: 9.611 eV
- Highest occupied orbital energy: -14.89 eV
- Multiplicity: 1
- Total charge: +1

***

Relative calculated energies, zero for the most stable structure, unit kJ/mol: A 0.0; B 79.4.

***

A | C3H10NO | wB97M-V/def2-TZVPD

CARTESIAN COORDINATES (ANGSTROEM)
C (2.474, -1.267, 0.953)
C (-1.283, 0.336, 0.131)
C (-1.704, 1.308, -0.832)
O (-3.297, 1.443, -1.015)
N (1.870, -1.060, -0.334)
H (1.780, -1.889, 1.571)
H (3.466, -1.796, 0.910)
H (-1.719, -0.689, 0.018)
H (-1.087, 0.733, 1.104)
H (-1.443, 2.354, -0.566)
H (-1.463, 1.151, -1.861)
H (-3.721, 0.986, -0.294)
H (2.737, -0.294, 1.598)
H (0.898, -0.594, -0.322)
H (2.494, -0.720, -1.060)

- Orbital gap: 4.393 eV
- Highest occupied orbital energy: -13.35 eV
- Multiplicity: 1
- Total charge: +1

***

B | C3H10NO | wB97M-V/def2-TZVPD

CARTESIAN COORDINATES (ANGSTROEM)
C (-0.607, -0.137, -2.431)
C (0.204, -0.378, -1.213)
C (0.352, 0.477, -0.234)
N (1.199, 0.098, 0.914)
H (-1.517, 0.444, -2.313)
H (-0.026, 0.389, -3.188)
H (-0.944, -1.046, -2.922)
H (0.837, -1.254, -1.308)
H (-0.288, 1.283, 0.026)
H (1.961, 0.771, 1.043)
H (0.618, 0.069, 1.775)
H (1.652, -0.809, 0.797)
H (-1.037, 0.758, 3.298)
H (-1.447, -0.694, 3.089)
O (-0.958, 0.027, 2.667)

- Orbital gap: 11.292 eV
- Highest occupied orbital energy: -14.61 eV
- Multiplicity: 1
- Total charge: +1

***

Relative calculated energies, zero for the most stable structure, unit kJ/mol: A 554.9; B 0.0.

***

A | C3H10NO | wB97M-V/def2-TZVPD

CARTESIAN COORDINATES (ANGSTROEM)
O (-3.080, -1.311, 0.193)
C (-2.408, -0.169, -0.239)
C (-0.942, -0.498, 0.064)
N (0.051, 0.373, -0.167)
C (3.340, 0.729, 0.413)
H (-3.969, -1.266, -0.177)
H (-2.541, 0.106, -1.290)
H (-2.722, 0.710, 0.331)
H (-0.660, -1.387, -0.595)
H (-0.834, -0.914, 1.078)
H (0.051, 0.987, -1.007)
H (3.754, 0.977, -0.571)
H (3.847, -0.213, 0.659)
H (2.316, 0.415, 0.245)
H (3.799, 1.461, 1.065)

- Orbital gap: 5.990 eV
- Highest occupied orbital energy: -15.58 eV
- Multiplicity: 1
- Total charge: +1

***

B | C3H10NO | wB97M-V/def2-TZVPD

CARTESIAN COORDINATES (ANGSTROEM)
C (-0.188, -1.521, -1.256)
N (0.529, -0.229, -0.951)
C (0.848, -0.198, 0.482)
C (-0.153, 0.629, 1.341)
O (-1.027, 1.288, 0.484)
H (0.422, -2.434, -1.044)
H (-0.432, -1.567, -2.320)
H (-1.154, -1.497, -0.703)
H (1.392, -0.067, -1.517)
H (-0.183, 0.535, -1.125)
H (1.060, -1.201, 0.916)
H (1.884, 0.173, 0.586)
H (0.423, 1.251, 2.031)
H (-0.781, 0.039, 2.026)
H (-1.124, 2.245, 0.456)

- Orbital gap: 11.993 eV
- Highest occupied orbital energy: -15.38 eV
- Multiplicity: 1
- SMILES string: C[NH2+]CCO
- Total charge: +1

***

Relative calculated energies, zero for the most stable structure, unit kJ/mol: A 517.0; B 0.0.